1:
14
Properties=species:S:1:pos:R:3 method="wB97M-V/def2-TZVPD" homo_ev=-15.29 homo_lumo_gap_ev=7.6998 charge=+1
C 1.16 0.99 -0.01
C -0.18 -0.41 -0.26
C 0.39 0.62 -1.04
C -0.02 1.19 -2.35
C -0.19 -1.17 2.28
N 1.09 0.68 1.19
N 0.23 -0.35 1.17
H -0.94 -1.07 -0.60
H -1.10 1.03 -2.53
H 0.33 0.51 -3.08
H 0.19 2.23 -2.44
H 0.49 -1.13 3.17
H -1.25 -0.93 2.54
H -0.20 -2.18 1.96

***

2:
14
Properties=species:S:1:pos:R:3 method="wB97M-V/def2-TZVPD" homo_ev=-15.50 smiles="C#C[N@+]1(C)CC=N1" homo_lumo_gap_ev=11.2612 charge=+1
C 2.43 0.74 -0.27
C 1.38 0.30 0.09
C -1.54 1.22 0.07
C -0.82 0.31 -0.90
C -0.01 -1.53 0.71
N -0.90 1.00 1.14
N 0.03 -0.04 0.31
H 3.48 1.13 -0.39
H -2.21 2.15 -0.15
H -1.40 -0.44 -1.28
H -0.41 0.87 -1.81
H -0.82 -2.12 0.19
H 0.89 -2.09 0.47
H -0.11 -1.51 1.82

***

The most stable of them is 1.

***

1:
59
Properties=species:S:1:pos:R:3 method="wB97M-V/def2-TZVPD" spin_multiplicity=4 homo_ev="-13.44 / -14.30" homo_lumo_gap_ev="6.8150 / 5.6543" charge=+2
C 1.36 -1.25 2.03
C 2.11 -0.45 1.12
C 2.17 0.89 1.63
H 2.67 -0.82 0.26
C 1.41 0.93 2.85
C 0.91 -0.40 3.09
H 0.38 -0.75 3.97
H 1.22 -2.32 1.95
H 2.71 1.72 1.19
H 1.32 1.79 3.48
Re 0.17 0.33 1.27
C -0.12 1.36 -3.23
H 0.27 2.38 -3.13
H -1.21 1.34 -3.14
H 0.21 0.96 -4.20
Si 0.63 0.27 -1.93
C 0.59 -1.52 -2.30
C 1.45 -2.48 -1.72
H 2.19 -2.16 -0.98
C 1.33 -3.82 -2.08
H 2.05 -4.54 -1.68
C 0.33 -4.24 -2.96
H 0.31 -5.28 -3.31
C -0.61 -3.31 -3.42
H -1.41 -3.61 -4.09
C -0.52 -1.97 -3.04
H -1.31 -1.27 -3.33
C 2.33 1.00 -1.79
C 3.41 0.26 -2.31
H 3.26 -0.79 -2.58
C 4.65 0.87 -2.49
H 5.45 0.28 -2.94
C 4.85 2.21 -2.14
H 5.81 2.70 -2.34
C 3.79 2.93 -1.56
H 3.92 3.98 -1.28
C 2.55 2.33 -1.36
H 1.74 2.89 -0.87
H 0.00 1.93 0.82
H -0.07 0.08 -0.57
N -1.58 -0.99 0.74
C -2.85 -0.42 1.06
C -4.05 -0.74 0.46
C -5.23 -0.19 0.99
C -5.22 0.61 2.13
C -4.00 0.96 2.75
C -3.88 1.64 3.98
C -2.62 1.87 4.50
C -1.48 1.48 3.78
N -1.56 0.84 2.61
C -2.80 0.50 2.13
H -1.41 -1.81 1.33
H -1.54 -1.38 -0.21
H -4.06 -1.40 -0.41
H -6.18 -0.41 0.51
H -6.14 0.97 2.58
H -4.78 1.96 4.51
H -2.45 2.36 5.46
H -0.49 1.70 4.18

***

2:
59
Properties=species:S:1:pos:R:3 method="wB97M-V/def2-TZVPD" spin_multiplicity=4 homo_ev="-12.38 / -13.09" homo_lumo_gap_ev="4.2706 / 4.5991" charge=+2
C -2.88 -0.11 0.84
C -2.01 -1.23 0.84
C -1.79 -1.64 2.20
H -1.49 -1.67 -0.02
C -2.60 -0.79 3.05
C -3.26 0.19 2.22
H -4.04 0.93 2.59
H -3.28 0.38 -0.05
H -1.09 -2.39 2.56
H -2.63 -0.88 4.15
Re -1.07 0.44 1.92
C 0.35 -0.31 0.66
H 0.44 -1.26 1.28
H -0.37 0.04 -0.17
H 1.41 -0.12 0.32
Si 0.67 -2.08 -2.04
C 1.50 -1.23 -3.60
C 0.83 -1.61 -4.75
H 0.09 -2.36 -4.73
C 0.96 -0.90 -5.95
H 0.32 -1.23 -6.79
C 1.90 0.11 -6.10
H 1.96 0.65 -7.05
C 2.69 0.50 -4.99
H 3.33 1.37 -5.09
C 2.40 -0.11 -3.74
H 2.93 0.32 -2.89
C 1.38 -3.56 -1.02
C 1.47 -4.79 -1.76
H 1.70 -4.75 -2.84
C 1.14 -6.02 -1.13
H 0.99 -6.91 -1.75
C 0.92 -6.07 0.25
H 0.56 -7.01 0.70
C 1.00 -4.89 1.02
H 0.78 -4.95 2.10
C 1.35 -3.67 0.41
H 1.70 -2.87 1.06
H 0.00 0.29 3.26
H -0.13 -3.03 -2.87
N -1.32 2.18 0.13
C -0.51 3.25 0.64
C 0.50 3.80 -0.08
C 1.18 4.89 0.49
C 0.80 5.36 1.75
C -0.21 4.70 2.54
C -0.51 4.94 3.91
C -1.26 4.02 4.65
C -1.59 2.80 4.04
N -1.26 2.52 2.75
C -0.76 3.54 1.98
H -2.32 2.26 0.16
H -1.10 1.89 -0.83
H 0.79 3.38 -1.05
H 1.99 5.39 -0.03
H 1.29 6.21 2.24
H -0.14 5.87 4.34
H -1.59 4.21 5.67
H -2.15 2.04 4.57

***

The most stable of them is 1.

***

1:
44
Properties=species:S:1:pos:R:3 method="wB97M-V/def2-TZVPD" homo_ev=-11.47 smiles=CC[C@@H](C)[NH2+]CCOc1ccccc1-c1ccccc1 homo_lumo_gap_ev=8.9174 charge=+1
C -3.66 0.21 1.80
H -3.44 0.85 2.65
H -4.41 0.70 1.19
C -2.38 -0.06 1.02
C -2.61 -1.03 -0.14
C -3.37 -0.41 -1.30
H -4.35 -0.10 -0.96
H -2.85 0.48 -1.67
H -3.50 -1.11 -2.11
H -3.14 -1.92 0.21
N -1.27 -1.50 -0.65
H -1.35 -1.74 -1.64
C -0.64 -2.61 0.10
H -1.05 -3.57 -0.23
H -0.86 -2.47 1.16
C 0.88 -2.54 -0.10
H 1.38 -3.15 0.66
O 1.18 -1.18 0.02
C 2.49 -0.72 0.02
C 3.60 -1.53 0.10
C 4.86 -0.94 0.16
C 5.00 0.43 0.15
C 3.87 1.24 0.06
C 2.61 0.67 -0.02
C 1.40 1.51 -0.16
C 0.56 1.33 -1.26
C -0.56 2.14 -1.42
C -0.86 3.11 -0.48
C -0.03 3.28 0.62
C 1.09 2.50 0.77
H 1.75 2.64 1.62
H -0.26 4.04 1.35
H -1.73 3.74 -0.61
H -1.18 2.03 -2.30
H 0.82 0.61 -2.02
H 3.97 2.31 0.04
H 5.97 0.88 0.21
H 5.73 -1.58 0.22
H 3.51 -2.60 0.12
H 1.17 -2.92 -1.10
H -0.59 -0.71 -0.59
H -1.99 0.88 0.63
H -1.64 -0.47 1.70
H -4.09 -0.72 2.18

***

2:
44
Properties=species:S:1:pos:R:3 method="wB97M-V/def2-TZVPD" homo_ev=-11.65 homo_lumo_gap_ev=8.1077 charge=+1
C -4.91 -1.10 1.90
O -3.71 -1.18 2.70
C -2.58 -0.50 2.38
C -1.56 -0.36 3.36
C -0.66 0.66 3.24
C -0.61 1.49 2.11
C 0.16 2.77 2.19
C 0.78 3.28 0.93
C 2.18 3.45 0.92
C 2.83 4.05 -0.15
C 2.06 4.53 -1.25
C 0.65 4.34 -1.26
C 0.02 3.76 -0.14
C -1.49 1.19 1.03
C -2.47 0.18 1.13
H -5.63 -1.73 2.44
H -5.27 -0.06 1.85
H -4.73 -1.49 0.89
H -1.62 -1.03 4.21
H 0.08 0.81 4.02
H 0.83 2.78 3.02
H 2.74 3.03 1.76
H 3.94 4.16 -0.16
H 2.56 5.07 -2.07
H 0.07 4.64 -2.15
H -1.07 3.65 -0.17
H -1.36 1.73 0.07
H -3.15 -0.03 0.25
C -2.57 6.07 7.42
C -2.03 4.82 6.69
C -1.65 5.07 5.24
C -1.09 3.84 4.59
N -0.55 4.14 3.21
H -2.75 5.81 8.47
H -1.85 6.90 7.38
H -3.52 6.41 6.97
H -1.14 4.45 7.23
H -2.79 4.02 6.73
H -2.54 5.36 4.65
H -0.93 5.90 5.17
H -0.26 3.40 5.14
H -1.82 3.06 4.49
H 0.20 4.83 3.27
H -1.18 3.90 2.41

***

The most stable of them is 1.